(1)
29
Properties=species:S:1:pos:R:3:forces:R:3 method="wB97M-V/def2-TZVPD" homo_lumo_gap_ev="9.682 / 7.117" de_lowest_ev=3.229 multiplicity=2 e_lumo_ev="-7.54 / -10.67" total_charge=+2
C 2.556 -0.235 -0.898 -0.24 -0.86 1.95
C 1.085 1.690 -1.213 -2.30 -1.17 -0.96
N 1.395 0.436 -1.504 2.74 -0.32 -2.05
N 1.302 2.139 0.085 -1.99 0.01 0.78
N 0.156 2.246 -2.059 -0.21 0.58 2.19
H 1.233 0.042 -2.463 -0.46 1.02 1.16
H 0.391 2.409 0.577 1.90 -0.10 -1.09
H 2.071 2.750 0.345 -0.06 -0.10 -0.43
H 0.125 2.372 -3.054 0.40 -0.59 -0.24
H -0.661 2.560 -1.542 0.35 0.82 -0.52
H 2.142 -0.868 -0.056 0.82 1.17 -0.35
H 3.304 0.512 -0.604 -0.30 -0.53 0.29
H 3.052 -1.003 -1.487 -0.32 0.43 -0.88
C -1.694 0.390 2.809 1.53 -0.48 1.98
C -2.097 -0.244 0.424 1.53 -1.29 -1.05
C -1.364 -0.477 1.648 -2.61 1.76 -0.20
C -1.713 -0.987 -0.673 -0.77 0.59 0.61
C -0.444 -1.667 -0.605 -1.70 -1.77 -0.41
C -0.509 -1.589 1.753 0.42 -0.76 1.18
C -0.012 -2.200 0.641 1.40 1.33 0.14
O 0.110 -2.076 -1.746 -0.63 -1.11 -0.14
H -2.900 0.453 0.276 -0.37 0.10 0.67
H -2.435 -1.107 -1.508 1.09 0.43 0.07
H -0.903 1.180 2.923 -0.40 -0.47 -0.24
H -1.540 -0.208 3.740 -0.06 0.38 -0.52
H -0.284 -1.964 2.769 0.15 0.36 -0.73
H -0.573 -2.587 -2.266 0.89 0.88 0.08
H 0.851 -2.872 0.724 -0.66 -0.04 -0.30
H -2.644 0.903 2.964 -0.15 -0.25 -0.98



(2)
30
Properties=species:S:1:pos:R:3:forces:R:3 method="wB97M-V/def2-TZVPD" homo_lumo_gap_ev=7.190 de_lowest_ev=4.651 multiplicity=1 e_lumo_ev=-3.43 total_charge=+1
C 1.750 1.589 1.118 -1.86 0.41 0.48
C 1.156 0.934 0.096 -2.43 -0.47 -1.60
C 3.030 2.012 0.667 -0.46 -0.75 1.83
C -1.215 1.557 0.835 -1.17 -1.17 -0.07
C -1.243 1.041 -1.120 -0.51 0.36 -0.91
C -0.432 0.533 0.009 4.87 1.75 0.94
C 1.761 0.435 -2.324 -0.18 -1.26 -2.26
C 0.233 -1.080 1.686 0.14 -3.70 0.62
C -1.915 -1.375 0.633 -1.78 -1.62 -3.54
N 3.110 1.591 -0.582 -0.74 -0.93 -1.28
N 1.983 0.845 -0.998 0.85 0.88 1.98
N -0.546 -0.876 0.357 0.01 -0.86 3.10
O -2.226 1.521 -0.196 -0.24 0.81 -0.66
S 4.272 2.598 1.521 1.07 1.07 0.61
H 1.210 1.888 2.036 0.93 -0.28 -0.54
H -1.758 1.275 1.700 0.13 -0.46 1.40
H -0.638 2.453 1.046 -0.32 0.39 -0.64
H -0.795 1.895 -1.597 0.55 0.35 -0.28
H -1.542 0.370 -1.915 -0.61 -0.35 0.04
H 2.690 0.280 -2.893 0.03 0.44 0.53
H 1.295 -0.577 -2.503 0.17 0.81 1.02
H 1.161 1.132 -2.896 -0.14 0.38 -0.15
H 1.049 -1.862 1.411 -1.32 1.46 0.88
H 0.677 -0.182 2.012 0.41 0.67 0.14
H -0.419 -1.500 2.578 1.01 0.75 -2.30
H -2.412 -0.630 1.237 -0.35 -0.15 -0.05
H -2.421 -1.557 -0.450 0.75 0.85 2.69
H -1.928 -2.394 1.088 0.44 1.03 -0.15
H 3.859 1.989 -1.088 0.71 -0.34 -1.64
H -0.100 -1.443 -0.355 0.07 -0.09 -0.18



(3)
29
Properties=species:S:1:pos:R:3:forces:R:3 method="wB97M-V/def2-TZVPD" homo_lumo_gap_ev=3.888 de_lowest_ev=5.376 multiplicity=1 e_lumo_ev=-10.47 total_charge=+2
C 0.347 3.150 0.552 -1.64 -1.10 -1.54
C 1.688 3.217 0.093 -1.17 -0.32 -1.40
C -0.229 2.088 -0.162 1.17 0.13 2.17
C 0.271 -0.313 -2.721 1.36 1.59 3.24
C -1.584 -0.645 1.779 -3.03 -0.39 1.81
C 0.617 0.451 -1.669 -0.91 -1.50 -2.66
C 0.403 -1.750 -2.973 0.32 -1.37 2.06
C -1.539 -1.787 0.850 -0.59 -0.60 1.03
C 0.780 -1.308 1.125 0.66 0.59 -2.11
N 1.932 2.224 -0.773 -0.69 0.58 1.07
N 0.765 1.471 -0.906 0.38 0.55 -0.38
N -1.662 -0.903 3.147 1.61 -3.96 1.40
N -0.534 -0.771 0.820 1.85 0.45 -1.91
H -0.276 3.868 1.099 0.86 -0.34 0.13
H 2.349 4.055 0.128 0.70 0.18 0.53
H -1.097 1.449 -0.105 -0.57 0.57 0.24
H -0.188 0.340 -3.450 0.06 0.32 -0.68
H -2.360 0.110 1.554 0.79 -0.05 -0.35
H -0.539 -2.037 -3.387 -1.04 -0.59 0.12
H 1.010 -1.913 -3.855 0.81 0.05 0.06
H 0.698 -2.398 -2.023 -0.56 1.49 -2.32
H 2.556 2.291 -1.555 0.73 -0.28 -0.37
H -1.159 -2.713 1.306 -0.71 0.16 -0.39
H -2.340 -1.788 0.153 -0.14 -0.48 -0.99
H 0.981 -1.577 2.106 -0.18 -0.59 2.26
H 1.001 -2.237 0.509 -0.12 1.40 0.41
H 1.459 -0.461 0.941 0.51 -0.62 -0.17
H -1.831 -0.201 3.813 -0.04 0.91 0.52
H -1.519 -1.911 3.604 -0.41 3.26 -1.77



(4)
32
Properties=species:S:1:pos:R:3:forces:R:3 method="wB97M-V/def2-TZVPD" homo_lumo_gap_ev=8.398 de_lowest_ev=3.596 multiplicity=1 e_lumo_ev=-0.90 smiles=CCOCCOCCOCc1nncnn1 total_charge=0
C 2.033 -1.866 1.238 -0.08 0.07 -0.17
C 2.103 -1.550 -0.250 -0.30 -0.20 0.24
O 3.297 -0.879 -0.617 0.09 0.04 -0.05
C 3.347 0.479 -0.241 0.08 0.04 0.04
C 2.632 1.382 -1.227 0.12 0.01 -0.19
O 1.221 1.306 -1.211 -0.05 0.01 -0.08
C 0.630 1.760 -0.017 -0.13 -0.04 0.14
C -0.877 1.700 -0.206 0.29 -0.05 -0.17
O -1.467 1.376 1.037 -0.04 0.13 0.13
C -2.843 1.171 0.945 0.04 -0.19 -0.05
C -3.213 -0.161 0.323 0.08 0.05 0.07
N -2.279 -1.106 0.230 -0.12 -0.18 -0.10
N -2.645 -2.266 -0.267 0.01 0.21 0.03
C -3.917 -2.395 -0.631 0.01 -0.06 -0.01
N -4.854 -1.458 -0.541 0.11 0.23 0.08
N -4.485 -0.297 -0.051 -0.07 -0.25 -0.10
H 2.964 -2.333 1.556 -0.01 -0.07 0.10
H 1.850 -0.979 1.845 0.08 0.01 0.01
H 1.198 -2.545 1.414 0.04 -0.05 0.05
H 2.101 -2.483 -0.814 0.09 0.01 -0.05
H 1.218 -0.987 -0.556 0.07 0.03 -0.06
H 4.400 0.769 -0.241 0.03 -0.05 -0.03
H 2.986 0.617 0.783 -0.03 0.05 0.00
H 2.959 2.422 -1.095 -0.02 0.05 0.15
H 2.934 1.067 -2.227 -0.05 0.04 -0.03
H 0.970 2.775 0.220 0.02 0.05 0.00
H 0.875 1.118 0.837 0.02 -0.04 -0.04
H -1.075 0.925 -0.953 -0.05 -0.01 0.01
H -1.264 2.654 -0.578 -0.11 0.01 0.00
H -3.340 1.963 0.378 -0.09 0.04 0.00
H -3.242 1.173 1.960 -0.03 0.07 0.03
H -4.215 -3.351 -1.042 0.01 0.04 0.03



(5)
38
Properties=species:S:1:pos:R:3:forces:R:3 method="wB97M-V/def2-TZVPD" homo_lumo_gap_ev="4.723 / 5.768" de_lowest_ev=0.837 multiplicity=4 e_lumo_ev="0.36 / -1.51" total_charge=0
Pt 0.147 0.132 0.127 1.26 0.41 0.00
O 0.050 0.417 2.457 0.54 -0.48 -0.04
N -0.752 1.422 2.721 0.11 -0.32 -0.50
C -1.574 1.335 3.814 -1.36 -0.21 1.58
C -2.397 2.362 4.161 0.47 -0.92 0.06
C -2.436 3.530 3.386 -0.56 0.60 0.16
C -1.600 3.604 2.271 0.71 -0.48 -0.39
C -0.764 2.558 1.941 0.09 1.77 -0.84
S 0.270 2.608 0.556 0.07 -1.01 -0.37
H -1.496 0.408 4.361 0.00 0.00 -0.02
H -3.014 2.262 5.041 -0.02 -0.09 0.09
H -3.089 4.345 3.651 -0.04 0.11 0.02
H -1.609 4.471 1.631 0.07 0.07 -0.15
C 4.789 -0.983 0.030 0.26 -0.21 -0.05
O 3.591 -0.228 0.176 -0.70 0.23 0.01
P 2.187 -0.802 -0.312 -0.32 -0.24 0.19
O 2.524 -1.220 -1.832 0.19 0.34 0.51
C 1.443 -1.297 -2.743 -0.40 0.12 -0.47
O 2.143 -2.304 0.323 0.16 0.42 -0.44
C 1.501 -2.432 1.586 -0.34 -0.08 0.34
H 5.522 -0.533 0.695 0.00 -0.02 -0.08
H 5.130 -0.938 -1.004 0.05 0.02 0.03
H 4.622 -2.024 0.310 0.05 0.03 0.01
H 1.864 -1.266 -3.746 -0.01 -0.01 0.05
H 0.765 -0.445 -2.598 0.09 -0.18 -0.11
H 0.876 -2.223 -2.617 0.09 0.00 0.05
H 2.003 -1.825 2.342 -0.04 -0.11 0.06
H 1.534 -3.490 1.849 0.03 0.12 0.04
H 0.456 -2.094 1.515 0.26 -0.17 0.15
N -5.021 1.476 0.084 -0.25 0.20 -0.06
N -3.930 0.648 0.024 2.48 -1.04 0.20
N -3.992 -0.647 -0.307 -0.67 1.21 0.24
C -2.723 -0.997 -0.294 0.08 0.10 0.09
N -1.920 0.020 0.027 -1.13 1.31 0.31
N -2.687 1.093 0.243 -1.58 -1.27 -0.59
H -5.847 0.926 0.304 0.25 -0.01 0.03
H -4.843 2.187 0.790 0.03 -0.10 -0.03
H -2.381 -1.995 -0.490 0.06 -0.07 -0.09



(6)
27
Properties=species:S:1:pos:R:3:forces:R:3 method="wB97M-V/def2-TZVPD" homo_lumo_gap_ev=8.685 de_lowest_ev=0.594 multiplicity=1 e_lumo_ev=-3.21 total_charge=+1
C 2.327 -0.635 1.609 0.88 0.34 1.30
C 3.848 -0.567 1.979 -1.48 -0.60 -0.65
N 1.728 0.710 2.012 0.29 -0.13 -0.84
H 2.096 -0.854 0.582 0.00 0.22 -0.23
H 1.855 -1.356 2.268 -0.28 -0.09 -0.21
H 4.052 0.397 2.435 0.44 -0.08 0.09
H 4.436 -0.723 1.081 0.28 0.12 0.12
H 2.419 1.439 1.860 0.36 0.04 0.24
H 0.984 1.028 1.382 -0.52 -0.57 0.23
H 1.502 0.672 3.000 -0.40 0.33 0.06
H 4.006 -1.375 2.684 0.54 0.12 0.10
C -4.110 -0.686 -1.793 -0.37 0.08 -0.24
C -0.154 0.528 -0.853 1.40 -0.51 -0.56
C -0.392 -0.806 -1.170 -1.00 0.63 -0.22
C -1.126 1.496 -0.861 -0.82 -0.15 -0.74
C -1.719 -1.151 -1.377 0.13 -0.11 0.92
C -2.429 1.127 -1.239 0.63 0.54 1.76
C -2.755 -0.207 -1.348 0.03 -1.09 -1.36
O 1.211 0.846 -0.657 -0.60 0.62 0.12
H 0.405 -1.489 -1.425 0.16 -0.06 0.47
H 1.296 1.756 -0.957 0.33 0.13 -0.18
H -0.941 2.558 -0.752 0.37 -0.06 0.24
H -1.983 -2.198 -1.442 0.02 -0.02 -0.47
H -3.138 1.943 -1.170 -0.42 -0.30 -0.50
H -4.890 -0.144 -1.275 -0.33 0.14 -0.12
H -4.321 -1.751 -1.699 0.43 -0.04 0.59
H -4.206 -0.561 -2.875 -0.08 0.50 0.09



(7)
27
Properties=species:S:1:pos:R:3:forces:R:3 method="wB97M-V/def2-TZVPD" homo_lumo_gap_ev="10.407 / 7.120" de_lowest_ev=2.379 multiplicity=2 e_lumo_ev="-6.86 / -10.68" total_charge=+2
C -2.805 2.083 0.379 1.93 1.45 0.35
C 0.524 2.860 -0.927 2.33 0.62 -4.87
C -0.829 2.886 -0.965 0.54 0.49 0.04
C 1.378 1.819 -0.307 0.66 3.15 -1.41
C -1.356 1.920 -0.124 -4.63 1.61 0.93
C 0.719 0.851 0.394 1.48 -0.98 0.94
C -0.643 0.896 0.409 1.71 -2.37 2.31
O 2.735 1.947 -0.440 -1.43 -0.24 3.24
H 0.980 3.416 -1.841 -0.04 -0.34 2.33
H -1.442 3.650 -1.532 0.91 -1.08 0.84
H 3.140 1.827 0.523 -0.70 0.02 -2.85
H 1.439 0.170 0.897 -1.27 0.21 0.13
H -3.027 3.132 0.108 -0.70 -0.73 0.24
H -2.935 1.947 1.490 0.36 -0.02 -1.14
H -1.156 0.214 1.079 -0.16 -0.18 -0.26
H -3.389 1.367 -0.141 -1.04 -0.59 -0.52
C 0.799 -2.374 -0.357 -0.48 4.82 3.13
C -0.537 -2.980 -0.310 -1.85 0.33 0.36
N 1.581 -2.952 0.844 -0.54 -2.24 -2.52
H 1.261 -2.531 -1.257 1.81 -0.93 -1.92
H 0.871 -1.146 -0.236 -0.47 -3.68 -0.19
H -0.791 -3.184 0.762 -0.53 0.34 -1.03
H -0.396 -3.912 -0.795 -0.44 -1.28 -0.37
H 1.646 -3.999 0.665 0.58 1.33 0.13
H 2.474 -2.510 0.839 1.20 -0.05 0.55
H 1.119 -2.945 1.739 -0.39 0.83 0.49
H -1.359 -2.451 -0.896 1.16 -0.50 1.05



(8)
29
Properties=species:S:1:pos:R:3:forces:R:3 method="wB97M-V/def2-TZVPD" homo_lumo_gap_ev="8.583 / 6.020" de_lowest_ev=4.917 multiplicity=1 e_lumo_ev="0.01 / -1.22" total_charge=0
C 2.950 1.262 -1.582 -2.30 0.14 -2.19
C -0.510 0.039 1.498 -0.39 -1.51 1.08
C -0.363 -1.325 0.699 0.58 1.32 1.36
C 1.155 -1.639 0.443 -1.64 -0.86 -0.87
C -1.347 0.242 -0.706 0.22 1.43 -1.46
C -0.759 0.989 0.453 1.23 -0.53 -1.48
C 1.366 -3.066 -0.029 1.29 -0.68 0.68
C -2.822 0.548 -0.844 -0.02 -0.17 -1.68
C -0.967 2.406 0.590 -0.49 2.31 0.78
O 2.488 1.182 0.971 -0.12 -0.06 0.65
O -1.255 -1.132 -0.407 1.57 -0.21 -0.09
O 1.711 -0.813 -0.602 0.30 1.65 0.90
S 1.841 0.911 -0.297 0.17 -1.61 -0.86
H 3.127 2.347 -1.658 0.32 -0.26 0.70
H 2.424 1.043 -2.605 1.00 -0.25 1.79
H -1.467 -0.070 2.046 0.15 0.08 0.31
H 0.267 0.337 2.231 -0.25 -0.43 -0.52
H -0.825 -2.135 1.263 0.39 -0.15 0.10
H 1.751 -1.714 1.385 -0.61 1.33 -0.38
H -0.855 0.633 -1.672 -0.14 -1.17 1.00
H 2.459 -3.063 -0.023 0.14 -0.53 -0.91
H 0.954 -3.437 -0.980 0.01 0.50 0.45
H 1.205 -3.773 0.815 -0.62 0.39 -0.58
H -3.278 -0.136 -1.597 0.34 0.03 0.78
H -2.940 1.532 -1.373 -0.26 -0.44 1.43
H -3.182 0.327 0.161 -1.02 0.73 -0.26
H -0.513 2.912 1.487 -0.51 -0.93 -0.58
H -2.074 2.615 0.575 0.86 0.04 0.15
H -0.539 2.977 -0.240 -0.18 -0.16 -0.29